(1)
The following is a DFT calculation (ωB97M-V/def2-TZVPD) of a 2-piece molecular cluster, C5H14 overall in a non-equilibrium geometry.

Structure (XYZ):
```
19
Properties=species:S:1:pos:R:3:nbo_charge:R:1
C -0.85 0.42 1.84 -0.62
C 0.51 1.13 1.59 -0.40
C 1.78 0.33 1.35 -0.60
H -1.23 0.58 2.84 0.21
H -1.54 0.95 1.18 0.21
H -0.76 -0.61 1.51 0.21
H 0.67 1.77 2.47 0.19
H 0.50 1.85 0.77 0.19
H 2.62 1.03 1.39 0.21
H 1.79 -0.14 0.37 0.20
H 2.00 -0.45 2.08 0.20
C -0.55 -1.05 -2.91 -0.61
C -0.78 -0.66 -1.43 -0.60
H -1.49 -1.36 -3.38 0.20
H -0.07 -0.20 -3.40 0.20
H 0.01 -1.97 -2.95 0.20
H -1.60 0.07 -1.42 0.20
H 0.05 -0.13 -1.00 0.20
H -1.07 -1.56 -0.89 0.20
```

Calculated values
LUMO	1.12	eV
gap between HOMO and LUMO	12.141	eV
HOMO energy	-11.021	eV
energy above the lowest of the compared OMol25 structures with the same formula, charge and spin	11.3	kcal/mol



(2)
The following is a DFT calculation (ωB97M-V/def2-TZVPD) of a 7-piece molecular cluster, C5H27N2O6 overall in a non-equilibrium geometry.

Structure (XYZ):
```
40
Properties=species:S:1:pos:R:3:nbo_charge:R:1
N 0.75 0.63 -0.23 -0.72
C 1.81 -0.39 -0.01 -0.07
C 3.11 0.42 0.07 -0.66
C 1.57 -1.31 1.23 -0.24
N 0.26 -1.89 1.10 -0.68
C -0.58 -1.75 2.35 -0.21
C -2.09 -1.68 2.01 -0.63
H 0.03 0.04 -0.67 0.45
H 0.40 0.99 0.65 0.45
H 0.83 1.42 -0.90 0.48
H 1.97 -1.14 -0.81 0.24
H 3.44 0.74 -0.92 0.25
H 4.03 -0.16 0.26 0.24
H 3.06 1.24 0.80 0.22
H 2.51 -1.84 1.35 0.22
H 1.65 -0.69 2.14 0.20
H 0.15 -2.84 0.77 0.38
H -0.35 -2.58 3.00 0.20
H -0.36 -0.70 2.58 0.18
H -2.55 -2.65 2.19 0.22
H -2.17 -1.51 0.95 0.20
H -2.57 -0.89 2.60 0.22
H -0.47 2.36 -2.02 0.53
H 0.61 2.59 -3.29 0.52
O 0.41 2.22 -2.41 -1.01
H -1.92 1.62 -0.24 0.51
H -1.75 3.13 0.33 0.48
O -1.50 2.48 -0.32 -0.99
H -2.56 -0.58 -1.23 0.51
H -2.84 0.28 -2.38 0.49
O -2.28 0.29 -1.60 -1.00
H 1.26 0.60 -2.74 0.47
H 1.93 0.03 -3.97 0.48
O 2.09 0.19 -3.04 -0.96
H -1.89 -2.90 -1.12 0.48
H -3.04 -2.92 -2.06 0.49
O -2.73 -2.45 -1.28 -0.95
H -0.09 2.86 2.98 0.48
H -0.45 3.59 1.72 0.46
O 0.29 3.17 2.17 -0.93
```

Calculated values
LUMO	-2.66	eV
gap between HOMO and LUMO	9.848	eV
HOMO energy	-12.511	eV
energy above the lowest of the compared OMol25 structures with the same formula, charge and spin	45.7	kcal/mol
net charge	+1



(3)
The following is a DFT calculation (ωB97M-V/def2-TZVPD) of one molecule with the formula C22H25FN6O3 in a non-equilibrium geometry.

Structure (XYZ):
```
57
Properties=species:S:1:pos:R:3:nbo_charge:R:1
O 0.38 0.58 -0.16 -0.66
C -0.42 0.71 0.75 0.70
C 0.00 1.07 2.16 -0.50
C 1.51 1.34 2.22 -0.44
C 1.84 2.43 1.28 0.32
N 1.28 3.62 1.19 -0.28
N 1.77 4.27 0.14 -0.27
C 2.64 3.48 -0.45 0.22
C 3.42 3.59 -1.62 -0.14
C 4.18 2.52 -1.97 -0.27
C 4.20 1.36 -1.13 0.37
N 5.01 0.32 -1.46 -0.59
C 4.98 -0.90 -0.67 -0.23
C 3.59 -1.44 -0.44 -0.03
C 2.68 -1.54 -1.48 -0.18
C 1.40 -2.01 -1.26 -0.28
C 1.04 -2.38 0.02 0.47
F -0.21 -2.84 0.25 -0.35
C 1.93 -2.30 1.07 -0.31
C 3.20 -1.83 0.84 -0.18
N 3.51 1.26 -0.03 -0.30
N 2.73 2.30 0.26 -0.14
N -1.75 0.58 0.53 -0.44
C -2.81 0.65 1.50 -0.21
C -3.55 -0.69 1.58 -0.44
C -4.11 -1.06 0.21 0.55
C -2.96 -1.07 -0.82 -0.47
C -2.24 0.28 -0.80 -0.23
O -5.12 -0.13 -0.16 -0.54
C -6.07 -0.82 -0.94 -0.10
C -5.80 -2.31 -0.66 -0.10
O -4.75 -2.31 0.28 -0.52
H -0.25 0.25 2.84 0.22
H -0.52 1.97 2.47 0.24
H 1.79 1.61 3.24 0.23
H 2.07 0.46 1.91 0.25
H 3.37 4.50 -2.20 0.24
H 4.78 2.53 -2.87 0.22
H 5.33 0.26 -2.41 0.40
H 5.59 -1.65 -1.19 0.22
H 5.44 -0.69 0.30 0.21
H 2.97 -1.23 -2.48 0.21
H 0.68 -2.07 -2.07 0.23
H 1.61 -2.60 2.06 0.23
H 3.90 -1.74 1.66 0.21
H -2.42 0.92 2.48 0.22
H -3.53 1.42 1.19 0.21
H -4.37 -0.63 2.29 0.23
H -2.87 -1.49 1.89 0.22
H -2.28 -1.88 -0.56 0.23
H -3.36 -1.25 -1.82 0.21
H -1.37 0.26 -1.47 0.25
H -2.93 1.07 -1.11 0.20
H -7.06 -0.50 -0.61 0.19
H -5.94 -0.58 -2.00 0.17
H -5.49 -2.84 -1.57 0.17
H -6.65 -2.83 -0.22 0.19
```

Calculated values
LUMO	0.58	eV
gap between HOMO and LUMO	8.781	eV
HOMO energy	-8.205	eV
energy above the lowest of the compared OMol25 structures with the same formula, charge and spin	0.0	kcal/mol



(4)
The following is a DFT calculation (ωB97M-V/def2-TZVPD) of a 14-piece molecular cluster, C35H89Cl14NO25P6 overall in a non-equilibrium geometry.

Structure (XYZ):
```
170
Properties=species:S:1:pos:R:3:lowdin_spin:R:1
C -1.97 0.00 5.47 0.11
C -0.94 -1.15 5.41 0.11
O -1.20 -2.21 5.90 0.72
N 0.18 -0.89 4.78 0.04
C 1.33 -1.79 4.75 0.01
H -1.47 0.93 5.73 0.01
H -2.75 -0.26 6.18 0.00
H -2.42 0.16 4.49 0.01
H 0.28 0.02 4.36 0.00
H 1.93 -1.79 5.66 0.00
H 2.06 -1.47 4.01 0.00
H 1.00 -2.81 4.57 0.00
C -2.08 3.80 0.94 0.00
O -3.38 3.97 1.46 0.00
P -3.94 3.30 2.84 0.00
O -3.38 3.89 4.05 0.00
O -5.56 3.47 2.75 0.00
C -6.22 4.66 2.34 0.00
O -3.67 1.68 2.65 0.00
C -4.28 0.87 1.68 0.00
H -1.84 2.74 0.86 0.00
H -1.22 4.19 1.49 0.00
H -1.89 4.21 -0.06 0.00
H -5.65 5.49 2.76 0.00
H -7.26 4.70 2.66 0.00
H -6.19 4.67 1.25 0.00
H -3.58 0.10 1.35 0.00
H -4.59 1.43 0.79 0.00
H -5.15 0.28 1.95 0.00
C 8.21 0.06 0.36 0.00
O 7.24 0.58 1.21 0.00
P 6.51 -0.33 2.40 0.00
O 5.43 0.32 3.16 0.00
O 5.97 -1.60 1.59 0.00
C 5.37 -2.70 2.22 0.00
O 7.70 -0.91 3.31 0.00
C 8.72 -0.04 3.76 0.00
H 9.12 0.63 0.53 0.00
H 7.86 0.23 -0.66 0.00
H 8.49 -0.97 0.51 0.00
H 5.90 -3.63 2.03 0.00
H 4.32 -2.94 2.01 0.00
H 5.40 -2.55 3.30 0.00
H 8.86 -0.14 4.84 0.00
H 8.53 1.02 3.63 0.00
H 9.68 -0.23 3.28 0.00
C 2.97 -5.59 3.84 0.00
O 2.31 -6.11 2.74 0.00
P 1.47 -5.13 1.72 0.00
O 2.07 -3.86 1.33 0.00
O 1.14 -6.21 0.52 0.00
C 2.14 -6.58 -0.43 0.00
O 0.04 -4.93 2.39 0.00
C -0.89 -4.28 1.59 0.00
H 3.10 -4.51 3.92 0.00
H 3.99 -5.98 3.84 0.00
H 2.57 -6.05 4.75 0.00
H 1.96 -6.14 -1.41 0.00
H 2.07 -7.66 -0.56 0.00
H 3.12 -6.34 -0.02 0.00
H -1.58 -5.08 1.33 0.00
H -0.53 -3.72 0.73 0.00
H -1.42 -3.59 2.25 0.00
C 0.49 1.21 -4.73 0.00
O 0.58 2.03 -5.89 0.00
P -0.79 2.74 -6.39 0.00
O -1.65 3.31 -5.29 0.00
O -0.13 3.72 -7.45 0.00
C 0.46 3.38 -8.71 0.00
O -1.42 1.55 -7.33 0.00
C -2.61 1.88 -8.03 0.00
H 1.18 1.57 -3.97 0.00
H 0.90 0.26 -5.09 0.00
H -0.50 1.26 -4.28 0.00
H 1.48 3.77 -8.67 0.00
H -0.03 3.93 -9.51 0.00
H 0.50 2.31 -8.93 0.00
H -2.88 2.93 -7.90 0.00
H -3.51 1.36 -7.69 0.00
H -2.53 1.57 -9.07 0.00
C -1.64 0.83 -1.58 0.00
O -0.55 1.21 -0.76 0.00
P 0.76 0.24 -0.59 0.00
O 1.41 -0.05 -1.93 0.00
O 1.65 1.01 0.48 0.00
C 2.60 0.34 1.35 0.00
O 0.03 -1.00 0.19 0.00
C -0.94 -0.81 1.15 0.00
H -2.53 0.86 -0.95 0.00
H -1.64 -0.14 -2.07 0.00
H -1.78 1.55 -2.40 0.00
H 3.57 0.83 1.30 0.00
H 2.78 -0.69 1.02 0.00
H 2.17 0.22 2.35 0.00
H -0.61 -1.25 2.09 0.00
H -1.84 -1.34 0.86 0.00
H -1.14 0.22 1.47 0.00
C -4.09 -3.17 2.77 0.00
O -4.92 -2.16 3.33 0.00
P -6.45 -2.49 3.67 0.00
O -7.22 -3.03 2.51 0.00
O -6.91 -1.10 4.30 0.00
C -8.32 -0.86 4.53 0.00
O -6.37 -3.47 4.94 0.00
C -5.66 -3.00 6.08 0.00
H -3.42 -3.56 3.54 0.00
H -3.55 -2.73 1.93 0.00
H -4.69 -3.98 2.36 0.00
H -8.42 -0.14 5.34 0.00
H -8.92 -1.74 4.79 0.00
H -8.71 -0.32 3.67 0.00
H -5.77 -3.76 6.86 0.00
H -6.16 -2.14 6.52 0.00
H -4.62 -2.80 5.85 0.00
Cl -5.06 3.78 -2.15 0.00
C -4.48 2.70 -3.44 0.00
C -4.62 3.50 -4.74 0.00
Cl -6.26 3.51 -5.33 0.00
H -5.07 1.78 -3.43 0.00
H -3.40 2.57 -3.33 0.00
H -4.00 3.07 -5.53 0.00
H -4.24 4.51 -4.58 0.00
Cl -4.54 -1.10 -1.27 0.00
C -5.49 -1.75 -2.64 0.00
C -4.56 -2.26 -3.83 0.00
Cl -3.81 -0.81 -4.54 0.00
H -6.25 -1.07 -3.03 0.00
H -6.07 -2.57 -2.23 0.00
H -5.20 -2.76 -4.55 0.00
H -3.80 -2.91 -3.39 0.00
Cl 5.46 4.11 5.23 0.00
C 6.23 3.63 3.75 0.00
C 5.29 3.66 2.58 0.00
Cl 4.67 5.28 2.26 0.00
H 6.50 2.58 3.90 0.00
H 7.21 4.08 3.65 0.00
H 4.52 2.90 2.74 0.00
H 5.83 3.44 1.66 0.00
Cl -0.42 6.49 -0.54 0.00
C -0.50 6.64 -2.35 0.00
C -1.08 5.40 -2.88 0.00
Cl -0.04 3.91 -2.66 0.00
H 0.47 7.01 -2.68 0.00
H -1.17 7.48 -2.54 0.00
H -1.23 5.46 -3.96 0.00
H -2.07 5.23 -2.47 0.00
Cl 3.99 2.79 -0.50 0.00
C 3.82 2.13 -2.17 0.00
C 5.00 2.49 -3.08 0.00
Cl 6.61 1.97 -2.38 0.00
H 2.88 2.55 -2.54 0.00
H 3.77 1.04 -2.16 0.00
H 5.13 3.57 -3.15 0.00
H 4.95 2.00 -4.05 0.00
Cl -0.18 -2.40 -5.50 0.00
C 0.89 -2.78 -4.19 0.00
C 0.20 -2.84 -2.81 0.00
Cl -0.92 -4.29 -2.80 0.00
H 1.60 -1.95 -4.27 0.00
H 1.44 -3.70 -4.40 0.00
H -0.27 -1.97 -2.36 0.00
H 0.92 -3.18 -2.06 0.00
Cl 6.50 -2.02 -2.04 0.00
C 4.78 -1.84 -1.82 0.00
C 4.02 -3.17 -1.60 0.00
Cl 4.24 -4.34 -2.95 0.00
H 4.41 -1.37 -2.73 0.00
H 4.55 -1.11 -1.05 0.00
H 2.95 -2.99 -1.49 0.00
H 4.24 -3.66 -0.66 0.00
```

Calculated values
multiplicity	2
LUMO (alpha / beta)	-3.13 / -8.68	eV
gap between HOMO and LUMO (alpha / beta)	8.623 / 3.075	eV
HOMO energy (alpha / beta)	-11.755 / -11.755	eV
net charge	+1



(5)
The following is a DFT calculation (ωB97M-V/def2-TZVPD) of a 2-piece molecular cluster, C2H3NO2S overall in a non-equilibrium geometry.

Structure (XYZ):
```
9
Properties=species:S:1:pos:R:3:nbo_charge:R:1
O -0.85 -1.66 0.01 -0.33
N -1.54 -0.75 -0.44 -0.10
S -2.68 -0.76 -1.61 0.08
H -1.49 0.10 -0.02 0.36
C 1.11 1.02 0.65 -0.82
C 1.49 0.02 -0.05 0.73
O 1.75 -0.86 -0.75 -0.43
H 0.49 0.89 1.45 0.25
H 1.72 2.00 0.76 0.28
```

Calculated values
LUMO	-1.21	eV
gap between HOMO and LUMO	8.524	eV
HOMO energy	-9.736	eV
energy above the lowest of the compared OMol25 structures with the same formula, charge and spin	110.2	kcal/mol



(6)
The following is a DFT calculation (ωB97M-V/def2-TZVPD) of C27H32CsN9O6S2Si as an isolated structure in a non-equilibrium geometry.

Structure (XYZ):
```
78
Properties=species:S:1:pos:R:3:mulliken_charge:R:1
Cs -0.97 1.35 -0.90 1.30
C -2.87 -4.58 -2.57 -1.04
Si -3.23 -3.06 -1.50 -0.19
C -3.47 -1.59 -2.63 -0.86
C -4.95 -3.40 -0.76 -1.04
N -2.03 -2.64 -0.42 0.25
C -1.60 -3.34 0.64 0.30
C -2.09 -4.60 1.08 -0.25
C -1.61 -5.27 2.19 -0.85
C -0.59 -4.72 2.97 -0.98
C -0.07 -3.49 2.58 0.09
C -0.55 -2.84 1.46 -0.22
O -0.01 -1.59 1.13 0.20
C 1.34 -1.53 0.99 -0.42
C 2.02 -2.49 0.22 -0.09
C 3.38 -2.37 0.04 -0.59
C 4.08 -1.31 0.61 -0.58
C 3.40 -0.37 1.36 -0.51
C 2.03 -0.47 1.56 0.33
H -3.64 -4.73 -3.33 0.31
H -2.81 -5.49 -1.96 0.31
H -1.91 -4.47 -3.08 0.27
H -4.23 -1.70 -3.40 0.33
H -2.52 -1.34 -3.12 0.22
H -3.74 -0.74 -1.99 0.11
H -5.70 -3.51 -1.54 0.33
H -5.25 -2.56 -0.11 0.24
H -4.96 -4.30 -0.14 0.34
H -2.88 -5.06 0.49 0.16
H -2.04 -6.23 2.46 0.35
H -0.22 -5.23 3.85 0.35
H 0.72 -3.02 3.16 0.40
H 1.45 -3.30 -0.21 0.51
H 3.90 -3.11 -0.57 0.32
H 5.15 -1.21 0.45 0.40
H 3.92 0.48 1.79 0.43
H 1.49 0.27 2.13 0.11
C -0.01 0.02 4.91 -0.62
C -1.02 -0.29 4.01 -0.18
C -1.36 0.60 3.00 -0.15
C -0.69 1.82 2.84 -0.13
C 0.32 2.13 3.77 -0.29
C 0.65 1.24 4.78 -0.44
N -1.03 2.65 1.78 -0.63
N -0.03 3.43 1.44 0.15
C -0.21 4.23 0.40 -0.79
C -1.50 4.55 -0.18 -0.04
C -1.60 5.28 -1.30 -0.56
C -0.38 5.73 -2.02 0.10
C 0.87 5.46 -1.22 -0.35
N 0.94 4.81 -0.12 -0.29
H 0.27 -0.68 5.69 0.36
H -1.52 -1.25 4.06 0.38
H -2.12 0.31 2.27 0.39
H 0.85 3.06 3.65 0.36
H 1.44 1.50 5.48 0.31
H -2.37 4.19 0.34 0.38
H -2.56 5.53 -1.73 0.39
H -0.43 6.80 -2.25 0.30
H 1.80 5.86 -1.62 0.34
N 1.83 -0.12 -2.47 -0.69
N 3.06 0.51 -2.61 0.02
C 3.53 1.50 -1.82 0.46
N 4.82 1.91 -2.13 -0.60
N 2.81 1.91 -0.81 0.11
N 3.36 2.96 -0.09 0.90
O 3.25 2.88 1.11 -0.57
O 3.89 3.90 -0.67 -0.78
H 1.76 -0.54 -1.54 0.29
H 1.12 0.58 -2.61 0.10
H 3.73 0.02 -3.17 0.19
H 5.03 1.81 -3.12 0.22
H 4.97 2.86 -1.82 0.30
O 0.62 2.50 -3.11 -0.50
S -0.51 3.07 -3.84 0.74
O -1.77 2.78 -3.17 -0.64
O -0.50 2.86 -5.26 -0.65
S -0.25 5.17 -3.79 -0.24
```

Calculated values
LUMO	3.83	eV
gap between HOMO and LUMO	5.171	eV
HOMO energy	-1.337	eV
energy above the lowest of the compared OMol25 structures with the same formula, charge and spin	38.8	kcal/mol
net charge	-2



(7)
The following is a DFT calculation (ωB97M-V/def2-TZVPD) of a 4-piece molecular cluster, C3H8O2S overall in a non-equilibrium geometry.

Structure (XYZ):
```
14
Properties=species:S:1:pos:R:3:nbo_charge:R:1
O 1.83 5.13 0.28 -0.56
C 1.93 4.46 -0.74 0.35
C 2.46 3.11 -0.83 -0.28
C 1.35 2.52 -0.20 -0.28
S -1.55 -2.79 0.80 0.01
H 1.33 4.74 -1.63 0.13
H -2.07 -5.19 2.55 0.02
H 3.02 2.51 -1.56 0.22
H 0.62 1.95 -0.78 0.20
H 1.12 2.72 0.85 0.22
H -2.58 -4.75 2.88 0.00
H -3.17 -4.55 -0.67 0.46
H -1.83 -4.67 -0.19 0.45
O -2.44 -5.17 -0.77 -0.93
```

Calculated values
LUMO	-4.52	eV
gap between HOMO and LUMO	4.627	eV
HOMO energy	-9.147	eV
energy above the lowest of the compared OMol25 structures with the same formula, charge and spin	211.5	kcal/mol



(8)
The following is a DFT calculation (ωB97M-V/def2-TZVPD) of C32H55NO2P2ReS as an isolated structure in a non-equilibrium geometry.

Structure (XYZ):
```
94
Properties=species:S:1:pos:R:3:lowdin_spin:R:1
Re -0.89 -0.16 -0.46 0.31
C -1.53 -0.60 1.35 0.16
O -1.90 -0.88 2.44 0.14
C -1.04 -0.11 -2.42 0.02
O -1.06 -0.10 -3.59 -0.01
P -0.66 -2.58 -0.75 0.00
C -2.24 -3.43 -1.23 0.01
H -1.95 -4.48 -1.37 0.00
C 0.49 -3.08 -2.15 0.00
H 0.17 -2.41 -2.97 0.00
C -0.20 -3.57 0.78 0.00
H -1.03 -3.32 1.46 0.00
C -1.76 2.80 1.64 0.00
P -1.90 2.00 -0.05 0.00
H -4.15 2.82 -0.50 0.00
H -2.32 2.10 2.29 0.00
C -1.59 3.42 -1.22 0.00
H -2.13 4.26 -0.76 0.00
C 1.94 -2.76 -1.79 0.00
H 2.57 -2.86 -2.69 0.00
H 2.33 -3.46 -1.05 0.00
H 2.05 -1.73 -1.41 0.00
C 0.37 -4.53 -2.65 0.00
H 0.74 -5.25 -1.91 0.00
H 0.98 -4.63 -3.55 0.00
H -0.66 -4.81 -2.93 0.00
C -0.16 -5.09 0.60 0.00
H -1.05 -5.50 0.11 0.00
H -0.12 -5.55 1.60 0.00
H 0.74 -5.41 0.06 0.00
C 1.10 -3.08 1.44 0.00
H 1.23 -3.63 2.39 0.00
H 1.07 -2.01 1.67 0.00
H 1.98 -3.29 0.82 0.00
C -3.28 -3.38 -0.11 0.00
H -2.96 -3.91 0.79 0.00
H -4.20 -3.86 -0.47 0.00
H -3.53 -2.35 0.16 0.00
C -2.80 -2.92 -2.56 0.00
H -3.17 -1.89 -2.47 0.00
H -3.65 -3.55 -2.83 0.00
H -2.07 -2.95 -3.38 0.00
C -2.44 4.17 1.70 0.00
H -3.45 4.19 1.27 0.00
H -1.83 4.94 1.21 0.00
H -2.54 4.47 2.76 0.00
C -0.34 2.86 2.19 0.00
H 0.31 3.55 1.62 0.00
C -4.08 0.80 -1.25 0.01
H 0.15 1.88 2.21 0.00
H -0.37 3.23 3.23 0.00
C -4.44 1.49 1.18 0.00
H -3.40 -0.08 -1.17 0.01
H -5.10 0.42 -1.12 0.00
H -3.98 1.21 -2.27 0.00
C -3.78 1.84 -0.16 0.01
H -5.45 1.13 0.99 0.00
H -4.52 2.37 1.83 0.00
H -3.90 0.70 1.72 0.00
C -2.18 3.22 -2.61 0.00
H -1.74 2.36 -3.13 0.00
H -1.96 4.12 -3.19 0.00
H -3.27 3.10 -2.59 0.00
C -0.11 3.76 -1.27 0.00
H 0.50 2.91 -1.60 0.00
H 0.28 4.11 -0.30 0.00
H 0.03 4.58 -1.99 0.00
H -5.93 -1.45 -0.45 0.00
H -5.59 -2.00 -0.83 0.00
N 0.78 0.24 -0.23 0.31
S 3.07 0.56 2.44 0.24
C 4.38 -0.29 1.60 0.27
C 5.26 -1.09 2.34 0.08
C 6.34 -1.71 1.70 0.06
C 6.53 -1.54 0.33 0.28
C 5.61 -0.80 -0.42 0.11
C 4.52 -0.20 0.21 0.04
C 3.25 2.26 2.00 0.29
C 3.07 2.71 0.68 0.05
C 3.31 4.05 0.36 0.11
C 3.67 4.95 1.37 0.30
C 3.76 4.52 2.71 0.08
C 3.56 3.18 3.02 0.06
H 1.73 0.42 0.10 0.03
H 5.08 -1.21 3.41 0.00
H 7.03 -2.33 2.27 0.00
H 7.38 -2.01 -0.17 0.01
H 5.73 -0.69 -1.50 0.00
H 3.79 0.37 -0.37 0.00
H 2.77 2.00 -0.09 0.00
H 3.23 4.39 -0.68 0.00
H 3.86 5.99 1.12 0.01
H 3.99 5.23 3.50 0.00
H 3.64 2.80 4.03 0.00
```

Calculated values
multiplicity	4
LUMO (alpha / beta)	-12.65 / -15.93	eV
gap between HOMO and LUMO (alpha / beta)	6.122 / 4.136	eV
HOMO energy (alpha / beta)	-18.768 / -20.062	eV
net charge	+4



Number 1: total energy -198.871080 hartree. Number 2: total energy -767.397116 hartree. Number 3: total energy -1507.459721 hartree. Number 4: total energy -11813.733388 hartree. Number 5: total energy -681.283772 hartree. Number 6: total energy -3098.328491 hartree. Number 7: total energy -667.443875 hartree. Number 8: total energy -2615.104313 hartree.